Entry 1:
{
  "formula": "C60H47Br3N3O3PTeTi",
  "method": "the ωB97M-V functional and the def2-TZVPD basis",
  "homo_lumo_gap_ev": [4.70, 7.16],
  "s_squared": 0.77,
  "multiplicity": 2,
  "homo_energy_ha": [-0.105, -0.193],
  "charge": -1,
  "lumo_ev": [1.8, 1.9],
  "de_lowest_kj_mol": 67.8,
  "symbols": ["Te", "Br", "Br", "Br", "Ti", "P", "O", "O", "O", "N", "N", "N", "C", "C", "C", "C", "C", "C", "C", "C", "C", "C", "C", "C", "C", "C", "C", "C", "C", "C", "C", "C", "C", "C", "C", "C", "C", "C", "C", "C", "C", "C", "C", "C", "C", "C", "C", "C", "C", "C", "C", "C", "C", "C", "C", "C", "C", "C", "C", "C", "C", "C", "C", "C", "C", "C", "C", "C", "C", "C", "C", "C", "H", "H", "H", "H", "H", "H", "H", "H", "H", "H", "H", "H", "H", "H", "H", "H", "H", "H", "H", "H", "H", "H", "H", "H", "H", "H", "H", "H", "H", "H", "H", "H", "H", "H", "H", "H", "H", "H", "H", "H", "H", "H", "H", "H", "H", "H", "H"],
  "coordinates": [[-4.317572, 2.723713, 1.562692], [-1.922446, -0.208330, -8.134604], [-3.081846, -1.292894, -0.889025], [1.617109, -1.931113, 1.220723], [-0.699768, -1.793750, -0.160173], [0.823846, 0.937559, 3.261530], [0.323297, -1.104636, -1.402937], [1.879137, -2.146829, -5.012565], [-1.590775, -2.386904, 1.439541], [-0.641870, -4.004546, -0.268182], [-0.591834, 1.091309, -0.193811], [-1.252980, -2.862987, -2.720460], [-2.617281, 1.399458, 1.319733], [2.391267, 1.789700, -2.155663], [-1.654614, 1.974224, 0.298822], [-4.242341, 4.811093, -2.284432], [0.655931, 2.419983, 4.371692], [-0.132364, 3.963124, -1.607840], [1.226148, -0.347569, -1.998959], [-4.348574, 3.791881, -3.220998], [-0.115662, 5.346244, -1.519430], [1.968352, -2.115175, -3.801867], [-4.638134, 2.196248, -1.441781], [2.237350, -3.364789, -3.039057], [3.143074, 1.369649, -3.232947], [-1.590501, -0.288668, -5.302719], [-0.306479, -4.694325, 0.839873], [-0.609763, 4.408499, 4.933112], [-4.294241, 4.519683, -0.928117], [-4.479802, 3.210227, -0.502651], [-1.069585, -1.304430, 1.783716], [1.581585, 2.767640, 5.355392], [0.568498, 5.971505, -0.486175], [2.850764, -3.349041, -1.791387], [2.335898, 0.196463, 4.012710], [1.392587, 1.003465, -1.580205], [3.135792, -4.538941, -1.138573], [-1.796175, -6.019462, -1.000091], [2.831473, -5.749749, -1.737979], [-1.453559, -2.310788, -3.965113], [2.888454, 0.104166, -3.727622], [-1.439153, -6.684470, 0.134937], [-1.372508, -4.685559, -1.223122], [1.986375, -4.588722, -3.659814], [-1.716126, -1.062678, -6.445188], [4.739988, 0.012145, 3.877663], [-1.905211, -0.633173, 5.920806], [-4.556329, 2.486728, -2.796456], [-2.276075, -1.741664, 3.840420], [0.309418, 4.733131, 5.921209], [4.155170, 2.283255, -3.872953], [-1.598490, -3.061451, -5.145067], [2.344091, -0.675124, 5.095843], [-0.876801, 0.090614, 5.341632], [1.404783, 3.908980, 6.127344], [0.540685, 3.187443, -0.667386], [3.545439, 0.529575, 3.406049], [-0.433080, 3.269295, 4.166173], [0.412168, 1.683820, -0.719856], [-1.669883, -4.068957, -2.450474], [-1.457249, -0.909272, -4.077458], [-1.710916, -2.443901, -6.377413], [2.275407, -5.773254, -3.011453], [1.246077, 3.822008, 0.348998], [-1.228811, -1.033601, 3.238896], [4.741077, -0.850600, 4.964331], [-2.617646, -1.546753, 5.162687], [-0.513627, -0.088619, 4.007307], [3.541163, -1.192363, 5.568856], [-0.648618, -5.998282, 1.083101], [1.253610, 5.205866, 0.445173], [2.005776, -0.775802, -3.114390], [1.785572, 3.231838, 1.075974], [-4.783317, 1.169948, -1.129128], [2.127779, 4.142391, 6.899766], [-1.469707, 5.043560, 4.759797], [3.581842, -4.510352, -0.153604], [-2.993829, 0.420988, 1.040996], [3.688344, 3.223755, -4.171118], [3.134745, -2.408576, -1.341415], [5.673012, -1.264897, 5.327953], [-3.440037, -2.099500, 5.598477], [-1.791184, -3.033065, -7.281226], [0.175537, 5.620927, 6.526521], [3.037907, -6.676739, -1.216959], [-1.603834, 0.791076, -5.373401], [0.282273, -4.165099, 1.576457], [1.555878, -4.580205, -4.652974], [-1.752128, -7.705985, 0.310177], [-4.645512, 1.681484, -3.515243], [-1.582457, -4.142784, -5.107092], [4.963474, 2.522673, -3.178895], [1.786919, 5.680058, 1.260114], [-2.161937, -0.476460, 6.961235], [-4.173312, 5.312069, -0.199847], [-2.165473, 1.342492, 2.305630], [5.670223, 0.265276, 3.384434], [-1.164172, 3.032442, 3.399726], [-2.398974, -6.494404, -1.763913], [2.442370, 2.138577, 5.534349], [-0.346844, 0.819089, 5.940401], [2.073760, -6.721901, -3.494266], [2.549046, 2.786925, -1.764536], [3.535450, -1.876972, 6.408404], [-4.103371, 5.835217, -2.609346], [1.413803, -0.970766, 5.560259], [-0.679323, 3.473646, -2.406214], [-0.321196, -6.478420, 1.994486], [-2.831926, -2.439737, 3.228265], [0.563476, 7.051212, -0.404271], [-2.308093, -4.631748, -3.136664], [3.542320, 1.172978, 2.532799], [-1.359249, -0.319709, -3.175873], [-2.222009, 2.230177, -0.595532], [3.405133, -0.248923, -4.612275], [-4.256270, 4.016880, -4.276212], [-0.652634, 5.933991, -2.253664], [-1.252452, 2.909899, 0.700314], [4.587274, 1.817149, -4.757435]],
  "atomic_forces_ev_per_a": [[0.1, -0.1, -0.2], [0.0, 0.0, 0.0], [-0.2, 0.2, 0.0], [0.0, 0.0, 0.0], [-0.5, -0.9, -0.4], [0.1, 0.2, 0.2], [1.9, 1.0, -2.0], [-0.1, 0.0, 0.0], [-0.4, -0.4, 1.3], [-0.3, 0.6, -0.4], [-0.1, 0.2, 0.1], [0.2, -0.4, 0.3], [0.0, 0.0, -0.1], [-0.1, 0.0, 0.1], [0.0, 0.1, 0.1], [0.0, 0.0, 0.0], [0.2, 0.0, -0.1], [0.1, -0.1, 0.0], [0.6, 0.5, -0.4], [0.0, 0.0, 0.0], [0.0, 0.0, 0.0], [0.0, 0.0, 0.1], [0.0, 0.0, 0.0], [0.1, -0.2, 0.1], [0.1, 0.1, -0.1], [0.0, 0.0, -0.1], [0.1, -0.4, 0.4], [-0.1, 0.0, 0.0], [0.0, 0.1, 0.0], [0.1, -0.1, 0.3], [-0.2, -0.6, 0.6], [-0.1, 0.0, 0.0], [0.0, 0.1, 0.0], [-0.1, 0.1, -0.1], [-0.1, -0.1, -0.3], [0.1, -0.5, -0.1], [0.0, 0.0, 0.1], [0.1, 0.0, 0.1], [0.1, 0.0, 0.1], [-0.1, 0.2, -0.2], [0.1, 0.0, 0.1], [-0.1, 0.0, -0.1], [0.1, -0.1, -0.1], [-0.2, 0.1, 0.0], [0.0, 0.0, -0.1], [0.1, 0.0, 0.0], [-0.1, 0.0, 0.1], [0.0, 0.0, -0.1], [0.0, 0.0, -0.1], [0.1, 0.0, 0.1], [-0.1, 0.0, 0.1], [0.1, 0.0, 0.1], [0.0, 0.0, -0.1], [0.0, -0.1, 0.0], [0.0, 0.0, 0.0], [-0.1, 0.1, 0.1], [-0.1, 0.0, -0.1], [0.0, -0.1, -0.1], [-0.3, 0.0, 0.2], [-0.1, 0.1, -0.3], [0.1, -0.1, 0.0], [-0.1, 0.1, 0.0], [0.0, -0.1, 0.0], [0.0, -0.1, 0.0], [-0.1, 0.7, 0.5], [0.0, 0.0, 0.0], [0.0, 0.0, 0.1], [-0.2, -0.2, -0.3], [0.0, -0.1, 0.1], [0.1, 0.1, 0.0], [0.0, 0.0, 0.0], [-0.5, 0.0, 0.5], [0.0, -0.1, 0.1], [0.0, 0.0, 0.0], [0.0, 0.0, 0.0], [0.0, 0.0, 0.0], [0.0, 0.0, 0.0], [0.0, 0.0, 0.0], [0.0, 0.0, 0.0], [-0.2, 0.1, 0.1], [0.0, 0.0, 0.0], [0.0, 0.0, 0.0], [0.0, 0.0, 0.0], [0.0, 0.0, 0.0], [0.0, 0.0, 0.0], [0.0, 0.0, 0.0], [0.0, 0.1, -0.1], [0.0, 0.0, 0.0], [0.0, 0.0, 0.0], [0.0, 0.0, 0.0], [0.1, 0.0, 0.0], [0.0, 0.0, 0.0], [0.0, 0.0, 0.0], [0.0, 0.1, 0.0], [0.1, 0.0, 0.0], [0.0, 0.0, 0.2], [0.0, 0.0, 0.0], [0.0, 0.0, 0.0], [0.0, 0.0, 0.0], [0.0, 0.0, 0.0], [0.0, 0.0, 0.0], [-0.1, 0.0, 0.0], [0.0, 0.0, -0.1], [0.0, 0.0, 0.0], [0.0, 0.0, 0.0], [0.0, 0.0, 0.0], [0.0, 0.0, 0.0], [0.0, 0.0, 0.0], [0.0, 0.0, 0.1], [0.0, 0.0, 0.0], [0.0, 0.0, 0.0], [0.0, 0.0, 0.0], [0.0, 0.0, 0.0], [0.0, 0.1, -0.1], [0.0, 0.0, 0.0], [-0.1, 0.0, 0.0], [0.0, 0.0, 0.0], [-0.1, 0.0, 0.0], [0.0, 0.0, 0.0]]
}

---

Entry 2:
{
  "formula": "C22H19N3O4S",
  "method": "the ωB97M-V functional and the def2-TZVPD basis",
  "homo_lumo_gap_ev": 8.36,
  "multiplicity": 1,
  "homo_energy_ha": -0.292,
  "lumo_ev": 0.4,
  "de_lowest_kj_mol": 186.4,
  "smiles": "COc1cccc(-c2nn(C)c3sc(C(=O)Nc4ccc5c(c4)OCCO5)cc23)c1",
  "symbols": ["S", "O", "O", "O", "O", "N", "N", "N", "C", "C", "C", "C", "C", "C", "C", "C", "C", "C", "C", "C", "C", "C", "C", "C", "C", "C", "C", "C", "C", "C", "H", "H", "H", "H", "H", "H", "H", "H", "H", "H", "H", "H", "H", "H", "H", "H", "H", "H", "H"],
  "coordinates": [[-2.205002, -2.820605, -2.315946], [-1.924382, 3.933149, 3.191054], [2.297055, -1.826000, 0.883293], [4.085154, 0.339789, 0.368582], [-0.418964, -3.042285, -4.804144], [-3.392008, -1.496680, -0.075181], [-3.064582, -0.412486, 0.641542], [1.388942, -2.156899, -3.804659], [-0.009851, 3.382839, 1.969652], [2.565097, -1.391818, -0.386679], [-4.534540, -2.293724, 0.258748], [0.033496, 1.540287, 0.432039], [-0.591867, -0.769389, -2.024137], [-1.966583, 0.123233, 0.119585], [0.667141, 2.600610, 1.056840], [-2.506898, -1.676842, -1.070173], [-1.562888, -0.640705, -1.007747], [-0.770437, -1.900600, -2.763821], [1.942271, -2.036367, -1.445080], [3.640799, 0.092353, -1.947480], [4.059580, -0.346840, 1.600582], [0.048028, -2.422980, -3.868600], [-1.297212, 1.258395, 0.728558], [-1.345220, 3.107111, 2.275841], [3.429990, -0.319841, -0.638119], [2.113763, -1.581404, -2.746984], [-3.268515, 3.706753, 3.539659], [2.658774, -0.890097, 1.876899], [2.983167, -0.522722, -2.994417], [-1.983060, 2.043936, 1.655052], [1.895091, -2.364818, -4.655806], [-3.930220, 3.807312, 2.673475], [-3.515566, 4.472843, 4.273071], [-3.008488, 1.788058, 1.863422], [1.939327, -0.059447, 1.886693], [2.620822, -1.420686, 2.828963], [4.362399, 0.372978, 2.362145], [-3.406039, 2.717476, 3.987604], [-4.973991, -1.879317, 1.163191], [0.186466, -0.056085, -2.219268], [0.575788, 0.924512, -0.267837], [-4.235806, -3.328875, 0.433613], [0.469785, 4.213056, 2.463187], [-5.267973, -2.269900, -0.550046], [1.701408, 2.815407, 0.829855], [3.131892, -0.175680, -4.005228], [4.773341, -1.181936, 1.576457], [4.315855, 0.914667, -2.120770], [1.294663, -2.869737, -1.227483]],
  "atomic_forces_ev_per_a": [[0.1, 0.2, 0.0], [0.3, 0.0, -0.2], [0.0, -0.2, -0.4], [-0.1, 0.1, -0.4], [-0.2, -0.2, 0.0], [0.4, 0.0, -0.4], [0.1, 0.6, 0.6], [0.2, -0.1, -0.4], [-0.1, 0.0, 0.1], [0.0, 0.1, -0.1], [-0.3, -0.2, 0.0], [-0.3, -0.2, -0.1], [-0.1, -0.3, -0.3], [-0.4, -0.7, -0.3], [0.0, 0.1, 0.1], [0.5, 0.3, -0.1], [-0.8, -0.5, 0.2], [-0.5, 0.2, 0.2], [0.3, 0.1, 0.0], [0.0, -0.1, 0.3], [-0.3, -0.4, 0.4], [0.2, 0.1, -0.2], [0.3, 0.5, 0.3], [0.1, 0.0, -0.1], [0.0, -0.1, 0.0], [0.4, 0.1, 0.5], [-0.2, 0.0, 0.1], [0.3, 0.5, 0.2], [-0.2, -0.1, 0.0], [-0.1, 0.1, 0.1], [-0.2, -0.1, 0.1], [0.0, 0.0, 0.0], [0.0, -0.1, -0.1], [-0.1, 0.0, 0.1], [0.1, -0.1, 0.0], [0.0, 0.1, 0.0], [0.0, -0.1, 0.0], [0.0, 0.0, 0.0], [0.0, 0.0, -0.1], [0.2, 0.0, 0.0], [0.1, -0.1, -0.1], [0.0, 0.0, 0.0], [0.1, 0.1, 0.1], [0.0, 0.0, 0.0], [0.1, 0.0, 0.0], [0.0, 0.1, -0.1], [0.0, 0.1, 0.0], [0.1, 0.1, 0.0], [-0.1, -0.1, 0.0]]
}

---

> Number 2 is which compound?

C22H19N3O4S